112
Properties=species:S:1:pos:R:3 method="wB97M-V/def2-TZVPD" charge=+2 gap_ha=0.1892 e_lumo_ev=-6.18 e_above_lowest_ev=2.6588
Bi 13.05 -19.33 9.83
C 16.48 -17.56 9.05
C 17.01 -18.76 9.92
C 18.42 -18.56 10.45
P 15.64 -19.18 11.07
C 15.93 -18.03 12.50
C 14.59 -17.74 13.21
C 17.06 -18.63 13.45
C 15.82 -20.88 11.49
C 17.06 -21.47 11.78
C 17.17 -22.86 12.01
C 18.52 -23.52 12.24
C 16.01 -23.61 12.17
C 14.76 -23.02 11.93
C 14.64 -21.65 11.64
N 13.41 -20.97 11.65
C 12.51 -21.19 12.66
C 12.87 -21.82 13.86
C 11.96 -22.59 14.56
C 10.57 -22.43 14.33
C 9.51 -22.94 15.28
C 10.20 -21.62 13.25
C 11.11 -21.00 12.42
P 10.57 -20.26 10.84
C 9.42 -18.94 11.30
C 8.96 -17.99 10.19
C 9.97 -18.12 12.44
C 9.50 -21.28 9.73
C 10.30 -22.51 9.36
C 8.04 -21.62 10.26
H 15.73 -16.99 9.62
H 17.30 -16.87 8.82
H 15.99 -17.85 8.15
H 17.11 -19.63 9.20
H 18.40 -17.74 11.16
H 18.86 -19.46 10.94
H 19.14 -18.32 9.61
H 16.29 -17.07 11.98
H 13.96 -18.67 13.24
H 14.74 -17.41 14.20
H 14.05 -17.00 12.58
H 16.63 -19.45 13.99
H 17.94 -19.04 12.92
H 17.43 -17.86 14.11
H 17.93 -20.87 11.89
H 18.54 -24.30 11.44
H 19.32 -22.73 12.12
H 18.63 -23.89 13.28
H 16.03 -24.64 12.50
H 13.88 -23.61 12.05
H 13.96 -21.97 14.12
H 12.27 -23.21 15.44
H 8.88 -23.76 14.81
H 9.91 -23.39 16.19
H 8.80 -22.13 15.65
H 9.12 -21.50 13.06
H 8.50 -19.49 11.71
H 9.83 -17.39 9.88
H 8.40 -18.52 9.37
H 8.24 -17.35 10.68
H 10.83 -17.59 12.09
H 9.23 -17.36 12.80
H 10.37 -18.74 13.30
H 9.29 -20.70 8.76
H 10.44 -23.10 10.25
H 9.70 -23.12 8.57
H 11.23 -22.22 8.90
H 8.04 -22.05 11.27
H 7.41 -20.72 10.26
H 7.59 -22.34 9.54
N 13.43 -19.60 4.93
C 12.93 -18.62 4.03
C 12.99 -18.76 2.66
C 12.16 -17.98 1.84
C 11.30 -16.99 2.38
C 11.32 -16.74 3.77
C 12.18 -17.51 4.60
S 12.22 -17.28 6.30
N 12.70 -18.72 7.00
C 13.40 -19.57 6.29
C 14.02 -20.70 6.97
C 15.25 -21.28 6.48
C 15.76 -22.40 7.13
C 14.97 -23.07 8.09
C 13.75 -22.55 8.43
N 13.33 -21.36 7.93
H 13.84 -20.45 4.55
H 13.62 -19.57 2.24
H 12.11 -18.23 0.79
H 10.65 -16.46 1.65
H 10.64 -16.06 4.28
H 15.78 -20.76 5.69
H 16.75 -22.77 6.91
H 15.37 -23.99 8.56
H 13.11 -23.01 9.17
C 13.56 -11.54 9.88
C 13.19 -12.80 10.57
C 12.72 -12.83 11.89
C 12.31 -14.10 12.37
N 12.44 -15.21 11.64
C 12.78 -15.19 10.36
S 12.62 -16.46 9.21
N 13.26 -13.99 9.87
C 11.68 -14.27 13.69
H 13.52 -10.77 10.64
H 12.83 -11.30 9.07
H 14.58 -11.51 9.48
H 12.53 -11.92 12.48
H 13.67 -14.00 8.94
H 11.92 -15.24 14.12
H 10.58 -14.17 13.60
H 11.93 -13.44 14.39

***

25
Properties=species:S:1:pos:R:3 method="wB97M-V/def2-TZVPD" charge=+1 gap_ha=0.3889 e_lumo_ev=-3.03 e_above_lowest_ev=0.7902
C 1.02 -1.61 -0.93
N 2.19 -0.79 -0.59
C -0.03 -1.43 0.17
N -0.44 0.01 0.26
H 1.21 -2.69 -0.84
H 0.68 -1.35 -1.92
H 3.05 -1.09 -1.01
H 2.35 -0.77 0.41
H 0.22 -1.92 1.10
H -0.88 -2.06 -0.10
H -0.02 0.37 1.13
H 0.05 0.62 -0.37
H -1.43 0.14 0.16
H -0.34 -0.74 4.08
H -1.23 0.13 3.16
O -0.50 -0.47 3.17
H 0.42 3.33 1.73
H -0.90 2.80 2.12
O -0.11 2.53 1.64
H 1.49 1.18 -1.82
H 1.08 0.49 -3.13
O 1.28 1.34 -2.75
H -2.49 0.83 -2.41
H -3.73 0.81 -1.53
O -2.92 0.32 -1.71